1.
DFT (wB97M-V/def2-TZVPD) results for 9 unconnected molecules or ions with the total composition C19H39Br16I2P.

CARTESIAN COORDINATES (ANGSTROEM)
C1 0.412 0.215 1.025
C2 0.379 -1.423 0.977
I1 -0.299 -2.330 2.880
C3 -0.556 -2.069 -0.204
P1 0.386 -3.612 -0.882
I2 -2.500 -2.541 0.681
H1 1.253 0.575 0.258
H2 0.719 0.554 2.125
H3 -0.618 0.736 0.806
H4 1.475 -1.800 0.819
H5 -0.639 -1.321 -1.101
H6 1.520 -3.065 -1.607
H7 0.880 -4.436 0.195
Br1 4.228 1.165 -1.766
C4 4.517 0.580 0.072
C5 5.014 -0.846 0.120
Br2 3.564 -2.110 -0.199
H8 3.577 0.731 0.607
H9 5.272 1.265 0.472
H10 5.389 -1.089 1.119
H11 5.793 -1.060 -0.617
Br3 7.191 -6.784 -1.843
C6 6.485 -5.473 -0.583
C7 5.168 -5.929 0.002
Br4 3.711 -5.692 -1.272
H12 6.418 -4.521 -1.116
H13 7.247 -5.393 0.200
H14 4.896 -5.313 0.864
H15 5.166 -6.982 0.298
Br5 -0.080 6.596 0.448
C8 -0.742 4.828 0.939
C9 0.220 4.121 1.865
Br6 1.758 3.425 0.888
H16 -0.927 4.286 0.008
H17 -1.696 5.012 1.442
H18 -0.253 3.242 2.314
H19 0.611 4.764 2.659
Br7 -5.466 -2.620 -1.475
C10 -6.171 -1.309 -0.214
C11 -7.488 -1.766 0.370
Br8 -8.945 -1.528 -0.904
H20 -6.238 -0.358 -0.747
H21 -5.409 -1.230 0.568
H22 -7.760 -1.149 1.232
H23 -7.490 -2.818 0.666
Br9 2.125 0.997 4.434
C12 3.910 1.329 3.721
C13 4.694 2.256 4.621
Br10 4.114 4.106 4.406
H24 3.782 1.713 2.706
H25 4.385 0.344 3.675
H26 5.753 2.256 4.344
H27 4.600 2.013 5.683
Br11 -8.858 -5.596 3.713
C14 -7.345 -4.696 4.554
C15 -6.706 -3.704 3.610
Br12 -5.604 -4.607 2.277
H28 -6.659 -5.475 4.896
H29 -7.768 -4.182 5.423
H30 -6.017 -3.047 4.150
H31 -7.431 -3.093 3.065
Br13 -1.948 6.444 -6.000
C16 -1.952 6.695 -4.066
C17 -0.544 6.742 -3.518
Br14 0.236 4.956 -3.423
H32 -2.557 5.891 -3.640
H33 -2.459 7.651 -3.905
H34 -0.545 7.107 -2.486
H35 0.135 7.356 -4.116
Br15 1.069 1.589 -3.708
C18 -0.026 1.035 -5.224
C19 0.605 1.446 -6.535
Br16 0.353 3.350 -6.872
H36 -1.022 1.457 -5.070
H37 -0.083 -0.056 -5.150
H38 0.115 0.941 -7.373
H39 1.680 1.253 -6.578

Forces on atoms 1 to 2 (eV/Å):
C 0.4387 -0.2031 0.7061
C 0.2524 0.9793 -0.8081

Its energy above the lowest of the compared OMol25 structures with the same formula, charge and spin is 103.2 kJ/mol. As for the HOMO-LUMO gap: 7.7 eV. As for the total charge: 0. The calculation puts the lowest unoccupied orbital energy at -0.14 eV. The HOMO energy is -7.8 eV.

These are the Mulliken partial charges, in e, on atoms 1 to 5:
1. C -0.21
2. C 0.11
3. I -0.01
4. C -0.32
5. P -0.14

=====

2.
DFT (wB97M-V/def2-TZVPD) results for a molecular structure, C19H39IrO2P3S.

CARTESIAN COORDINATES (ANGSTROEM)
P1 -2.096 0.492 -4.040
C1 -3.816 0.581 -3.398
H1 -4.491 0.685 -4.259
H2 -3.863 1.470 -2.755
H3 -4.027 -0.327 -2.821
C2 -2.358 0.816 -5.807
H4 -1.418 0.606 -6.327
H5 -2.557 1.889 -5.884
H6 -3.200 0.200 -6.172
C3 -1.838 -1.339 -4.043
H7 -2.412 -1.786 -4.866
H8 -2.181 -1.722 -3.074
H9 -0.768 -1.559 -4.171
P2 0.740 -3.706 2.834
C4 -0.660 -3.950 4.040
H10 -0.315 -4.553 4.897
H11 -1.494 -4.442 3.520
H12 -1.015 -2.971 4.393
C5 1.100 -5.489 2.552
H13 1.997 -5.544 1.920
H14 0.248 -5.939 2.026
H15 1.259 -5.950 3.533
C6 2.042 -3.443 4.112
H16 1.960 -4.243 4.866
H17 1.914 -2.458 4.574
H18 3.022 -3.457 3.622
P3 1.024 3.037 2.007
C7 -0.193 3.821 2.990
H19 0.128 4.828 3.291
H20 -0.388 3.238 3.900
H21 -1.150 3.891 2.445
C8 2.719 2.899 2.548
H22 3.279 3.830 2.319
H23 3.216 2.050 2.037
H24 2.798 2.717 3.629
C9 1.055 3.721 0.356
H25 1.300 4.797 0.400
H26 0.091 3.582 -0.162
H27 1.835 3.228 -0.246
Ir1 1.766 -0.698 -1.034
C10 0.093 -1.230 -0.330
O1 -0.943 -1.616 0.033
C11 0.376 1.348 1.842
O2 -0.222 0.343 1.844
C12 3.795 -0.625 -0.588
C13 3.516 0.345 -1.546
C14 2.853 0.011 -2.704
C15 2.430 -1.310 -2.915
C16 2.693 -2.295 -1.927
C17 3.394 -1.954 -0.775
H28 4.240 -0.319 0.347
H29 3.829 1.376 -1.390
H30 2.604 0.756 -3.462
H31 1.842 -1.568 -3.776
H32 2.231 -3.278 -2.040
H33 3.517 -2.705 -0.001
C18 -3.146 1.528 1.146
S1 -2.312 2.324 -0.239
C19 -3.374 3.777 -0.351
H34 -2.626 0.589 1.367
H35 -4.178 1.311 0.843
H36 -3.133 2.182 2.028
H37 -3.355 4.337 0.592
H38 -2.979 4.403 -1.159
H39 -4.398 3.468 -0.594

Forces on atoms 1 to 2 (eV/Å):
P -2.7942 -2.4474 -1.5205
C 0.6212 0.8094 0.7315

The spin multiplicity is 6. As for the HOMO-LUMO gap (alpha / beta): 7.0 / 4.2 eV. As for the total charge: +4. The calculation puts the lowest unoccupied orbital energy (alpha / beta) at -10.98 / -14.24 eV. The HOMO energy (alpha / beta) is -18.0 / -18.4 eV. As for the expectation value of S²: 8.764.

These are the Mulliken partial charges, in e, on atoms 1 to 5:
1. P 0.73
2. C -0.80
3. H 0.38
4. H 0.17
5. H 0.35

=====

3.
DFT (wB97M-V/def2-TZVPD) results for a molecular structure, C19H39N4O7P.

CARTESIAN COORDINATES (ANGSTROEM)
C1 2.554 -1.508 1.913
O1 2.698 -0.423 1.016
C2 2.266 0.782 1.618
N1 1.658 1.690 0.663
C3 2.386 2.882 0.309
C4 3.364 2.725 -0.894
C5 2.895 1.778 -2.021
C6 3.480 0.345 -1.903
C7 3.450 2.370 -3.353
C8 0.465 1.297 0.198
N2 -0.085 0.161 0.547
C9 -1.259 0.090 -0.050
O2 -2.120 -0.883 0.089
C10 -1.981 -1.924 -0.901
C11 -2.272 -3.293 -0.293
C12 -3.034 -3.192 1.042
C13 -1.000 -4.133 -0.039
C14 -0.105 -4.263 -1.295
C15 -0.206 -3.705 1.201
N3 -1.442 1.206 -0.757
C16 -2.715 1.425 -1.438
C17 -3.531 2.160 -0.391
C18 -3.575 1.256 0.793
O3 -4.413 0.113 0.621
N4 -0.346 1.998 -0.665
C19 -0.277 3.278 -1.321
H1 3.277 -1.416 2.730
H2 1.532 -1.585 2.290
H3 2.757 -2.411 1.333
H4 3.112 1.252 2.127
H5 1.514 0.542 2.397
H6 3.022 3.111 1.163
H7 1.754 3.761 0.208
H8 3.687 3.697 -1.271
H9 4.261 2.263 -0.467
H10 1.817 1.665 -2.106
H11 3.705 -0.073 -2.887
H12 2.711 -0.303 -1.484
H13 4.399 0.309 -1.322
H14 4.414 2.838 -3.132
H15 2.787 3.120 -3.791
H16 3.650 1.601 -4.099
H17 -1.038 -1.862 -1.445
H18 -2.764 -1.730 -1.646
H19 -2.885 -3.889 -0.975
H20 -3.057 -4.182 1.506
H21 -4.059 -2.847 0.900
H22 -2.533 -2.534 1.753
H23 -1.359 -5.152 0.159
H24 -0.725 -4.147 -2.189
H25 0.414 -5.219 -1.313
H26 0.618 -3.443 -1.284
H27 0.804 -4.120 1.163
H28 -0.664 -4.150 2.086
H29 -0.189 -2.627 1.367
H30 -2.643 2.011 -2.358
H31 -3.217 0.501 -1.708
H32 -4.549 2.383 -0.738
H33 -3.115 3.128 -0.103
H34 -4.004 1.825 1.623
H35 -2.571 0.956 1.113
H36 -4.009 -0.580 1.156
H37 -1.181 3.534 -1.861
H38 0.566 3.386 -2.000
H39 -0.153 4.049 -0.554
O4 -0.504 0.821 5.348
P1 -0.586 0.821 3.804
O5 -1.724 -0.144 3.344
O6 0.771 0.340 3.181
O7 -0.895 2.269 3.290

Forces on atoms 1 to 2 (eV/Å):
C -0.2852 -0.2053 -0.4676
O 0.6296 -0.3740 -0.9936

As for the HOMO-LUMO gap: 2.2 eV. As for the total charge: -2. The calculation puts the lowest unoccupied orbital energy at 3.99 eV. The HOMO energy is 1.8 eV.

These are the Mulliken partial charges, in e, on atoms 1 to 5:
1. C -0.61
2. O -0.16
3. C -0.95
4. N 0.94
5. C -1.37

=====

4.
DFT (wB97M-V/def2-TZVPD) results for a molecular structure, C19H39NO2P2Ti.

CARTESIAN COORDINATES (ANGSTROEM)
Ti1 0.359 -0.113 0.012
P1 2.837 -0.210 -0.494
P2 -2.645 0.000 -0.207
N1 -0.247 0.627 -1.483
H1 1.514 1.015 -0.151
C1 3.208 -1.745 -1.430
H2 4.318 -1.844 -1.425
H3 2.835 -1.614 -2.464
H4 2.745 -2.642 -0.974
C2 3.946 -0.360 0.962
H5 4.943 -0.402 0.474
H6 3.774 -1.289 1.534
H7 3.853 0.518 1.620
C3 3.404 1.101 -1.616
H8 4.492 1.175 -1.556
H9 2.954 2.069 -1.318
H10 3.036 0.841 -2.617
C4 -3.636 -1.281 -1.097
H11 -4.717 -1.062 -0.999
H12 -3.410 -2.269 -0.662
H13 -3.339 -1.275 -2.158
C5 -3.636 0.108 1.344
H14 -4.716 0.057 1.107
H15 -3.401 1.056 1.859
H16 -3.352 -0.736 1.998
C6 -3.273 1.502 -1.082
H17 -4.353 1.640 -0.888
H18 -3.084 1.384 -2.164
H19 -2.697 2.370 -0.715
C7 -0.167 1.419 -2.543
C8 -0.051 1.682 -4.971
C9 -0.089 0.861 -3.866
C10 -0.095 2.853 -2.425
C11 -0.063 3.643 -3.566
C12 -0.046 3.071 -4.836
H20 -0.042 1.218 -5.970
H21 -0.066 -0.247 -3.912
H22 -0.078 3.261 -1.406
H23 -0.070 4.737 -3.438
H24 -0.041 3.696 -5.712
C13 -0.614 -3.362 0.614
O1 -0.495 -2.195 0.010
C14 0.327 -4.446 0.213
H25 0.859 -4.784 1.110
H26 1.039 -4.071 -0.556
H27 -0.180 -5.340 -0.189
C15 -1.263 -3.335 1.977
H28 -2.244 -3.841 1.986
H29 -1.401 -2.263 2.274
H30 -0.610 -3.872 2.688
C16 1.206 -0.183 3.622
C17 0.179 0.776 2.995
C18 -1.082 0.800 3.848
C19 0.737 2.192 2.886
O2 -0.204 0.339 1.671
H31 1.439 0.141 4.646
H32 2.166 -0.187 3.076
H33 0.812 -1.203 3.681
H34 -0.851 1.160 4.850
H35 -1.824 1.453 3.358
H36 -1.517 -0.217 3.899
H37 1.667 2.211 2.294
H38 -0.001 2.833 2.388
H39 0.953 2.577 3.890

Forces on atoms 1 to 2 (eV/Å):
Ti -1.4161 -0.0726 -2.1717
P -2.4340 -1.8032 0.1414

As for the HOMO-LUMO gap: 5.2 eV. As for the total charge: 0. The calculation puts the lowest unoccupied orbital energy at -0.52 eV. The HOMO energy is -5.8 eV.

These are the Mulliken partial charges, in e, on atoms 1 to 5:
1. Ti -0.11
2. P 1.60
3. P 1.29
4. N -0.25
5. H 0.01

=====

E_tot (computed, Ha): -42868.21812 -2422.68965 -1834.21442 -2484.71011
Largest force on an atom (computed, hartree/bohr): 0.05282 0.14540 0.10277 0.12400